1.
{
  "formula": "C43H117MnN10O11",
  "method": "ωB97M-V/def2-TZVPD",
  "s_squared": 12.003,
  "orbital_gap_ev": [2.983, 8.611],
  "multiplicity": 7,
  "elements": ["Mn", "C", "C", "C", "O", "H", "H", "H", "H", "H", "H", "H", "C", "C", "C", "O", "C", "N", "H", "H", "H", "H", "H", "H", "H", "H", "H", "H", "H", "C", "C", "C", "O", "C", "N", "H", "H", "H", "H", "H", "H", "H", "H", "H", "H", "H", "C", "C", "C", "O", "C", "N", "H", "H", "H", "H", "H", "H", "H", "H", "H", "H", "H", "C", "C", "C", "O", "C", "N", "H", "H", "H", "H", "H", "H", "H", "H", "H", "H", "H", "C", "C", "C", "O", "C", "N", "H", "H", "H", "H", "H", "H", "H", "H", "H", "H", "H", "C", "C", "C", "O", "C", "N", "H", "H", "H", "H", "H", "H", "H", "H", "H", "H", "H", "C", "C", "C", "O", "C", "N", "H", "H", "H", "H", "H", "H", "H", "H", "H", "H", "H", "C", "C", "C", "O", "C", "N", "H", "H", "H", "H", "H", "H", "H", "H", "H", "H", "H", "C", "C", "C", "O", "C", "N", "H", "H", "H", "H", "H", "H", "H", "H", "H", "H", "H", "C", "C", "C", "O", "C", "N", "H", "H", "H", "H", "H", "H", "H", "H", "H", "H", "H"],
  "xyz": [[-2.669, 0.667, -1.538], [1.815, 0.371, -1.686], [0.484, -0.195, -0.996], [0.845, -0.753, 0.386], [-0.559, 0.755, -0.984], [1.689, 0.667, -2.727], [2.583, -0.395, -1.793], [2.350, 1.162, -1.162], [0.082, -1.073, -1.501], [0.030, -1.313, 0.845], [1.182, 0.075, 1.008], [1.641, -1.487, 0.514], [-0.364, 1.498, 4.259], [-1.541, 0.969, 3.431], [-2.839, 0.756, 4.210], [-2.831, -0.429, 5.094], [-4.119, -0.698, 5.624], [-1.781, 1.840, 2.304], [-0.039, 0.755, 4.987], [-0.681, 2.394, 4.793], [0.529, 1.751, 3.686], [-1.225, 0.012, 3.016], [-3.697, 0.826, 3.541], [-3.056, 1.604, 4.859], [-4.874, -0.764, 4.841], [-4.422, 0.087, 6.317], [-4.215, -1.575, 6.265], [-2.032, 2.795, 2.515], [-0.915, 2.035, 1.821], [-0.054, -4.661, 0.084], [0.024, -6.159, -0.385], [-1.040, -6.457, -1.461], [-2.370, -6.215, -0.995], [-3.340, -6.091, -1.954], [1.369, -6.242, -1.051], [-0.057, -3.937, -0.731], [0.738, -4.495, 0.813], [-1.009, -4.496, 0.583], [0.012, -6.911, 0.404], [-0.954, -7.468, -1.860], [-0.928, -5.800, -2.323], [-4.260, -5.812, -1.439], [-3.618, -6.983, -2.515], [-3.132, -5.223, -2.580], [1.569, -7.227, -1.144], [2.125, -5.964, -0.442], [4.175, -0.560, 5.679], [3.072, -1.355, 4.924], [3.407, -2.764, 4.428], [4.440, -2.824, 3.417], [4.137, -2.246, 2.165], [1.896, -1.329, 5.780], [5.040, -0.281, 5.077], [4.492, -1.094, 6.575], [3.750, 0.381, 6.029], [2.768, -0.681, 4.123], [2.502, -3.175, 3.982], [3.776, -3.417, 5.219], [4.115, -1.183, 2.408], [3.262, -2.627, 1.639], [5.037, -2.362, 1.561], [1.166, -1.918, 5.404], [1.492, -0.407, 5.865], [3.590, 4.737, -6.993], [2.564, 3.624, -7.378], [2.369, 2.639, -6.240], [3.678, 2.143, -5.970], [3.762, 1.486, -4.682], [1.263, 4.184, -7.588], [3.009, 5.377, -6.330], [3.808, 5.291, -7.906], [4.486, 4.398, -6.473], [2.915, 3.135, -8.287], [1.720, 1.830, -6.576], [1.993, 3.225, -5.402], [3.083, 0.634, -4.642], [3.474, 2.277, -3.990], [4.817, 1.344, -4.446], [1.423, 4.954, -8.222], [0.729, 3.466, -8.057], [1.646, 5.041, 1.188], [0.653, 4.291, 0.275], [1.190, 4.037, -1.116], [1.380, 5.237, -1.778], [1.892, 4.984, -3.047], [0.547, 3.036, 1.031], [2.602, 4.552, 1.375], [1.264, 5.217, 2.194], [1.851, 6.033, 0.787], [-0.278, 4.845, 0.159], [0.365, 3.567, -1.652], [2.052, 3.373, -1.176], [2.948, 4.720, -3.108], [1.729, 5.909, -3.599], [1.275, 4.301, -3.631], [0.333, 2.247, 0.438], [1.447, 2.894, 1.466], [-0.601, -5.102, 4.245], [-1.346, -3.926, 4.758], [-1.693, -4.005, 6.261], [-2.842, -4.837, 6.539], [-3.698, -4.468, 7.640], [-0.610, -2.700, 4.421], [-1.184, -6.023, 4.257], [0.358, -5.250, 4.742], [-0.274, -5.109, 3.205], [-2.316, -3.964, 4.263], [-2.024, -3.028, 6.612], [-0.819, -4.291, 6.847], [-4.259, -3.583, 7.339], [-3.150, -4.248, 8.556], [-4.388, -5.291, 7.829], [-1.265, -1.940, 4.539], [-0.320, -2.690, 3.454], [-1.638, 2.807, -5.146], [-1.765, 2.422, -3.683], [-2.553, 3.451, -2.759], [-2.729, 2.857, -1.467], [-3.283, 3.847, -0.626], [-2.417, 1.199, -3.622], [-0.898, 3.595, -5.282], [-2.560, 3.219, -5.557], [-1.386, 1.944, -5.763], [-0.751, 2.292, -3.307], [-3.533, 3.735, -3.141], [-1.995, 4.387, -2.746], [-4.235, 4.227, -0.997], [-2.579, 4.657, -0.435], [-3.454, 3.459, 0.378], [-2.161, 0.631, -4.416], [-3.396, 1.369, -3.806], [-3.653, -2.166, 1.772], [-3.038, -1.478, 0.545], [-3.476, -2.142, -0.822], [-2.847, -1.415, -1.938], [-2.952, -2.247, -3.142], [-3.362, -0.039, 0.587], [-4.738, -2.077, 1.714], [-3.269, -1.693, 2.676], [-3.433, -3.233, 1.794], [-1.950, -1.509, 0.587], [-4.555, -2.143, -0.980], [-3.034, -3.136, -0.757], [-2.282, -3.098, -3.016], [-2.759, -1.730, -4.082], [-3.953, -2.630, -3.341], [-2.841, 0.438, 1.308], [-4.295, 0.057, 0.962], [0.681, -0.889, -5.186], [-0.271, -1.922, -5.888], [-1.368, -1.371, -6.805], [-2.012, -0.264, -6.171], [-3.169, 0.137, -6.951], [0.502, -2.922, -6.708], [1.474, -1.360, -4.606], [0.131, -0.184, -4.561], [1.291, -0.324, -5.890], [-0.788, -2.573, -5.182], [-2.079, -2.151, -7.076], [-0.909, -0.996, -7.720], [-3.067, 0.284, -8.027], [-3.419, 1.093, -6.492], [-3.923, -0.635, -6.798], [1.286, -3.155, -6.116], [-0.082, -3.724, -6.895], [1.937, 4.624, 4.863], [3.217, 3.863, 4.989], [3.874, 3.474, 3.698], [3.055, 2.489, 3.047], [3.716, 1.613, 2.215], [4.145, 4.491, 5.914], [1.195, 4.005, 4.357], [1.943, 5.549, 4.287], [1.648, 4.999, 5.845], [3.030, 2.943, 5.544], [4.857, 3.041, 3.885], [3.987, 4.325, 3.025], [4.715, 1.373, 2.578], [4.118, 2.089, 1.320], [3.092, 0.792, 1.862], [5.033, 4.010, 5.945], [3.807, 4.494, 6.865]],
  "lowdin_charge": [0.67, -0.04, -0.53, -0.07, -0.33, 0.03, 0.06, 0.05, 0.10, 0.04, 0.05, 0.05, -0.03, -0.42, -0.16, -0.21, -0.11, 0.04, 0.06, 0.08, 0.06, 0.12, 0.11, 0.12, 0.09, 0.09, 0.06, 0.09, 0.02, -0.06, -0.36, -0.18, -0.19, -0.15, 0.02, 0.08, 0.06, 0.06, 0.13, 0.12, 0.11, 0.09, 0.09, 0.07, 0.06, 0.06, -0.05, -0.43, -0.15, -0.20, -0.10, 0.03, 0.07, 0.07, 0.06, 0.11, 0.11, 0.13, 0.06, 0.07, 0.09, 0.02, 0.05, -0.03, -0.46, -0.21, -0.21, -0.06, 0.03, 0.07, 0.07, 0.08, 0.13, 0.11, 0.10, 0.06, 0.07, 0.09, 0.07, 0.08, -0.05, -0.35, -0.23, -0.16, -0.13, 0.06, 0.06, 0.06, 0.08, 0.13, 0.11, 0.12, 0.09, 0.09, 0.07, 0.04, 0.04, -0.07, -0.42, -0.16, -0.20, -0.09, 0.07, 0.09, 0.08, 0.06, 0.13, 0.11, 0.13, 0.06, 0.09, 0.09, 0.04, 0.07, -0.04, -0.42, -0.15, -0.29, -0.10, 0.00, 0.07, 0.08, 0.06, 0.12, 0.11, 0.13, 0.09, 0.08, 0.08, 0.05, 0.04, -0.04, -0.38, -0.13, -0.32, -0.06, 0.03, 0.08, 0.06, 0.08, 0.11, 0.12, 0.11, 0.08, 0.07, 0.08, 0.02, 0.07, -0.03, -0.38, -0.20, -0.28, -0.08, 0.03, 0.07, 0.06, 0.06, 0.11, 0.12, 0.13, 0.09, 0.07, 0.09, 0.06, 0.06, -0.05, -0.45, -0.16, -0.21, -0.14, 0.03, 0.06, 0.07, 0.08, 0.13, 0.12, 0.12, 0.09, 0.09, 0.07, 0.06, 0.07]
}

***

2.
{
  "formula": "C43H119N5O14",
  "method": "ωB97M-V/def2-TZVPD",
  "orbital_gap_ev": 8.557,
  "elements": ["C", "C", "C", "O", "H", "H", "H", "H", "H", "H", "H", "H", "C", "C", "C", "O", "H", "H", "H", "H", "H", "H", "H", "H", "C", "C", "C", "O", "H", "H", "H", "H", "H", "H", "H", "H", "C", "C", "C", "O", "H", "H", "H", "H", "H", "H", "H", "H", "C", "C", "C", "O", "H", "H", "H", "H", "H", "H", "H", "H", "C", "C", "C", "O", "H", "H", "H", "H", "H", "H", "H", "H", "C", "C", "C", "O", "H", "H", "H", "H", "H", "H", "H", "H", "C", "C", "C", "O", "C", "N", "H", "H", "H", "H", "H", "H", "H", "H", "H", "H", "H", "C", "C", "C", "O", "C", "N", "H", "H", "H", "H", "H", "H", "H", "H", "H", "H", "H", "C", "C", "C", "O", "C", "N", "H", "H", "H", "H", "H", "H", "H", "H", "H", "H", "H", "C", "C", "C", "O", "C", "N", "H", "H", "H", "H", "H", "H", "H", "H", "H", "H", "H", "C", "C", "C", "O", "C", "N", "H", "H", "H", "H", "H", "H", "H", "H", "H", "H", "H", "C", "O", "H", "H", "H", "H", "C", "O", "H", "H", "H", "H"],
  "xyz": [[-3.610, 3.959, -2.111], [-3.898, 3.158, -3.375], [-3.438, 1.705, -3.277], [-5.390, 3.136, -3.433], [-3.571, 3.340, -1.219], [-4.367, 4.738, -2.063], [-2.642, 4.452, -2.244], [-3.565, 3.686, -4.270], [-2.550, 1.595, -2.636], [-3.093, 1.289, -4.228], [-4.119, 1.005, -2.790], [-5.586, 2.437, -4.069], [4.768, -2.027, -4.629], [3.575, -1.092, -4.767], [2.291, -1.582, -4.099], [3.889, 0.228, -4.310], [4.910, -2.390, -3.609], [5.659, -1.460, -4.920], [4.752, -2.843, -5.355], [3.386, -1.006, -5.843], [1.849, -2.440, -4.605], [1.566, -0.770, -4.049], [2.549, -1.865, -3.072], [4.099, 0.222, -3.356], [1.701, 1.490, 4.308], [2.941, 0.586, 4.399], [2.713, -0.567, 5.353], [3.256, 0.082, 3.096], [1.874, 2.318, 3.625], [1.371, 1.835, 5.295], [0.824, 0.914, 3.974], [3.727, 1.280, 4.710], [3.530, -1.285, 5.281], [1.736, -1.037, 5.223], [2.666, -0.264, 6.408], [2.578, -0.596, 2.910], [1.214, 2.647, -5.222], [1.619, 1.853, -6.463], [1.165, 2.549, -7.735], [3.028, 1.756, -6.505], [1.629, 2.202, -4.325], [0.115, 2.693, -5.171], [1.493, 3.695, -5.348], [1.189, 0.839, -6.462], [0.079, 2.693, -7.725], [1.535, 2.047, -8.621], [1.477, 3.600, -7.675], [3.366, 1.250, -5.743], [-2.780, -3.335, -1.796], [-1.474, -2.830, -2.451], [-0.240, -3.572, -1.948], [-1.596, -2.985, -3.886], [-2.897, -2.717, -0.896], [-2.651, -4.369, -1.488], [-3.639, -3.109, -2.419], [-1.384, -1.778, -2.162], [0.678, -2.998, -1.987], [-0.234, -4.630, -2.220], [-0.456, -3.710, -0.868], [-1.180, -3.829, -4.083], [0.445, 4.629, 1.696], [-0.827, 5.458, 1.721], [-1.420, 5.767, 0.351], [-1.818, 4.705, 2.466], [0.983, 4.648, 2.654], [1.178, 5.062, 1.000], [0.326, 3.566, 1.486], [-0.604, 6.409, 2.215], [-0.645, 5.950, -0.389], [-2.122, 6.573, 0.567], [-2.021, 4.940, -0.031], [-1.650, 4.834, 3.405], [-4.447, 0.698, 4.805], [-5.836, 1.138, 5.233], [-6.699, -0.031, 5.711], [-5.759, 2.121, 6.268], [-3.875, 0.212, 5.598], [-3.937, 1.587, 4.435], [-4.532, -0.104, 4.066], [-6.361, 1.521, 4.347], [-7.753, 0.242, 5.772], [-6.383, -0.300, 6.724], [-6.592, -0.944, 5.121], [-6.526, 2.684, 6.121], [0.598, 1.518, -1.916], [0.460, 0.864, -0.556], [-0.980, 0.719, -0.128], [-0.950, 0.171, 1.179], [-2.020, 0.672, 2.013], [1.115, -0.479, -0.602], [1.607, 1.427, -2.314], [0.510, 2.611, -1.802], [-0.186, 1.215, -2.611], [0.996, 1.441, 0.203], [-1.548, 0.070, -0.810], [-1.428, 1.722, -0.161], [-2.266, -0.082, 2.754], [-2.873, 1.080, 1.474], [-1.553, 1.547, 2.484], [0.467, -1.058, -1.135], [1.194, -0.885, 0.328], [-9.524, -1.693, -0.015], [-8.059, -2.003, -0.164], [-7.266, -1.842, 1.139], [-5.891, -2.128, 0.956], [-5.143, -1.011, 0.502], [-7.824, -3.315, -0.812], [-9.981, -1.845, -0.993], [-9.614, -0.632, 0.226], [-10.061, -2.312, 0.701], [-7.606, -1.272, -0.845], [-7.620, -2.578, 1.869], [-7.416, -0.827, 1.531], [-4.141, -1.414, 0.337], [-5.158, -0.161, 1.189], [-5.459, -0.669, -0.495], [-6.806, -3.359, -0.925], [-7.909, -4.032, -0.080], [1.124, -3.942, 3.234], [0.532, -3.156, 2.071], [-0.955, -3.370, 1.901], [-1.198, -4.711, 1.579], [-2.551, -4.957, 1.349], [0.859, -1.710, 2.253], [2.220, -3.957, 3.270], [0.925, -5.006, 3.055], [0.783, -3.626, 4.222], [1.074, -3.427, 1.157], [-1.329, -2.735, 1.078], [-1.530, -3.035, 2.783], [-3.191, -5.033, 2.251], [-2.662, -5.846, 0.737], [-3.113, -4.130, 0.881], [0.748, -1.466, 3.241], [0.134, -1.137, 1.806], [6.453, -0.503, -1.386], [5.328, 0.207, -0.695], [5.485, 1.715, -0.867], [4.375, 2.416, -0.358], [4.278, 2.401, 1.038], [4.066, -0.171, -1.302], [7.411, -0.149, -0.999], [6.413, -0.289, -2.455], [6.400, -1.583, -1.241], [5.310, 0.086, 0.399], [5.506, 1.901, -1.949], [6.448, 2.056, -0.468], [4.243, 1.407, 1.487], [3.403, 2.995, 1.292], [5.091, 2.962, 1.529], [3.853, -1.141, -1.071], [3.286, 0.326, -0.881], [3.726, -3.455, -1.096], [4.469, -2.978, 0.157], [5.923, -2.693, -0.144], [6.726, -2.818, 1.014], [7.518, -1.687, 1.270], [3.798, -1.818, 0.731], [4.168, -4.357, -1.521], [3.849, -2.678, -1.862], [2.686, -3.673, -0.858], [4.420, -3.831, 0.856], [5.976, -1.703, -0.611], [6.256, -3.421, -0.896], [8.039, -1.299, 0.385], [8.314, -1.993, 1.951], [6.951, -0.868, 1.726], [4.126, -1.706, 1.688], [2.793, -1.921, 0.832], [-1.112, 0.031, 6.185], [-0.608, -0.999, 5.355], [-1.447, 0.895, 5.605], [-1.987, -0.342, 6.724], [-0.386, 0.340, 6.932], [-1.350, -1.575, 5.156], [3.219, 4.822, -2.809], [4.401, 4.849, -2.007], [2.659, 3.880, -2.750], [2.516, 5.611, -2.515], [3.486, 4.940, -3.864], [4.423, 4.033, -1.491]],
  "lowdin_charge": [-0.06, -0.42, -0.06, -0.09, 0.07, 0.08, 0.07, 0.13, 0.05, 0.08, 0.08, 0.07, -0.04, -0.46, -0.04, -0.10, 0.05, 0.08, 0.08, 0.13, 0.08, 0.07, 0.04, 0.06, -0.05, -0.46, -0.05, -0.09, 0.06, 0.08, 0.06, 0.14, 0.08, 0.05, 0.09, 0.04, -0.05, -0.51, -0.06, -0.06, 0.04, 0.08, 0.08, 0.13, 0.08, 0.08, 0.08, 0.04, -0.04, -0.45, -0.04, -0.05, 0.04, 0.07, 0.08, 0.11, 0.05, 0.10, 0.07, 0.08, -0.07, -0.47, -0.04, -0.07, 0.07, 0.08, 0.06, 0.13, 0.08, 0.08, 0.05, 0.08, -0.06, -0.50, -0.06, -0.04, 0.06, 0.08, 0.07, 0.13, 0.08, 0.08, 0.07, 0.09, -0.06, -0.39, -0.20, -0.24, -0.06, 0.09, 0.06, 0.08, 0.07, 0.14, 0.12, 0.12, 0.07, 0.08, 0.09, 0.05, 0.03, -0.07, -0.46, -0.21, -0.20, -0.10, 0.04, 0.08, 0.08, 0.08, 0.13, 0.13, 0.12, 0.07, 0.08, 0.09, 0.06, 0.08, -0.04, -0.39, -0.22, -0.16, -0.13, 0.04, 0.08, 0.08, 0.08, 0.12, 0.11, 0.13, 0.10, 0.09, 0.07, 0.05, 0.04, -0.07, -0.41, -0.18, -0.21, -0.09, 0.08, 0.10, 0.11, 0.01, 0.12, 0.13, 0.14, 0.06, 0.08, 0.10, 0.02, 0.06, -0.04, -0.39, -0.23, -0.13, -0.10, 0.05, 0.09, 0.03, 0.07, 0.14, -0.04, 0.15, 0.08, 0.09, 0.09, 0.08, 0.04, -0.16, -0.14, 0.07, 0.08, 0.08, 0.07, -0.15, -0.12, 0.06, 0.07, 0.08, 0.03]
}

***

Q: What is the formula in the first record?
A: C43H117MnN10O11

***

Q: Number 2 is which compound?
A: C43H119N5O14